[1]
The following is a quantum chemistry calculation of a molecular structure, H2Li8O29S7 in a non-equilibrium geometry, from the Open Molecules 2025 dataset.

Values from the calculation:
2S+1	2
total charge	-5
highest occupied orbital energy	4.766	eV
orbital gap	2.70	eV

```
46
Properties=species:S:1:pos:R:3:forces:R:3:mulliken_spin:R:1
O 1.305487 -0.993406 5.138466 0.54 0.77 1.65 0.27
O -3.840053 -4.072406 1.592816 -0.78 0.08 0.34 0.01
O -4.190823 -2.249186 3.276726 -1.21 -0.48 0.10 0.01
O 2.365797 -1.059966 1.596456 -0.66 -0.62 -0.53 0.00
Li -2.484063 -1.098006 -0.450534 1.15 -1.10 1.16 0.00
O 3.276847 0.118834 -1.819784 2.62 -1.84 3.53 0.00
O 3.699187 0.098174 3.181736 1.60 0.37 0.41 0.00
Li 0.168827 0.568574 -2.563014 0.69 -0.33 -1.06 0.00
O 0.170657 -3.617696 -2.374974 -1.62 -1.35 -0.25 0.00
S 2.811207 0.249324 2.040556 3.90 -4.09 0.53 0.00
O -0.195523 -1.287596 -2.605794 -1.62 0.64 0.70 0.00
O -0.908153 -0.201636 0.706716 -0.87 -0.17 0.49 0.01
O -1.202133 1.129504 -3.908784 -0.07 -0.65 0.59 0.00
Li 2.604927 1.802784 -0.791354 -0.03 -1.30 -0.68 0.00
O -2.053993 -3.373336 3.126726 -0.79 -0.51 -0.34 0.07
Li -0.845643 -1.931176 1.469136 0.11 -0.68 0.07 0.00
O 2.241767 1.899414 -2.746374 -0.50 2.95 0.99 0.00
H -2.686153 3.319594 -0.586504 0.25 -0.02 -0.56 0.00
O -0.441333 1.977014 1.041976 0.45 4.65 3.48 0.00
O -0.712233 -2.189406 5.312596 -0.92 -0.27 1.76 0.51
O 0.952717 0.719724 -0.537574 -2.34 1.48 1.32 0.00
S -3.276123 -2.943986 2.352646 1.23 -1.67 2.77 -0.01
S 0.404667 -1.859456 4.419586 -0.20 0.49 -3.10 -0.07
S 2.916277 0.658314 -3.100234 -2.01 -0.35 -3.61 0.00
O -1.138323 -2.392786 -0.689214 -1.62 -0.31 1.26 0.00
O -1.942753 3.784444 -0.202454 -0.76 1.45 0.62 0.00
O 0.036597 3.202204 -3.417334 -0.01 0.00 0.07 0.00
O 1.938777 -0.217106 -3.735734 0.01 -0.24 -0.44 0.00
O 1.274297 -2.217926 -0.965574 1.14 1.10 2.33 0.00
S -1.198743 2.631074 -3.928704 3.91 -1.17 -1.63 0.00
O -2.761193 -1.943956 1.442896 0.34 2.84 -3.20 0.00
S -0.012483 -2.373826 -1.621444 3.00 -0.93 -3.88 0.00
O 1.029127 -3.056786 3.959376 0.93 -1.95 0.41 0.22
S -0.422193 0.977994 0.013656 2.89 -4.36 -4.63 0.00
Li -0.227303 0.556304 2.572206 0.53 -1.19 -0.30 0.00
O 3.434077 0.889414 0.882996 0.71 2.06 -1.12 0.00
O 1.736457 1.039294 2.540976 -5.63 4.78 1.15 0.00
Li 2.636027 -0.936366 -0.366244 -0.85 -0.20 -0.35 0.00
Li 0.909357 2.876904 2.082486 0.38 -1.69 -0.59 0.00
O -1.293013 1.332554 -1.123644 -0.68 -0.40 1.05 0.00
O -1.501453 3.071694 -5.251654 -0.37 1.10 -3.57 0.00
H -1.499053 3.126674 0.332986 0.21 -0.27 0.06 0.00
Li -2.691283 1.231474 -2.418914 1.64 0.69 -0.97 0.00
O -2.287433 2.998944 -3.108314 -5.82 1.42 4.43 0.00
O 4.023557 0.923484 -4.008864 1.79 0.08 -0.21 0.00
O -0.125203 -1.167686 3.239306 -0.72 1.20 -0.23 -0.02
```
Forces are in eV/Å.


[2]
The following is a quantum chemistry calculation of a molecular structure, C27H35CaF5N4OP2Te in a non-equilibrium geometry, from the Open Molecules 2025 dataset.

Values from the calculation:
relative energy (zero: lowest compared OMol25 entry of this formula, charge and spin)	103.1	kJ/mol
highest occupied orbital energy (spin up / spin down)	-3.811 / -3.722	eV
orbital gap (spin up / spin down)	3.77 / 3.64	eV

```
76
Properties=species:S:1:pos:R:3:forces:R:3:lowdin_charge:R:1
C 4.251251 1.786022 -3.787470 -0.69 -0.51 0.70 -0.08
H 3.456992 -0.345983 -3.772477 0.36 0.58 0.14 0.11
C -3.021641 2.517411 -2.879699 -0.41 -1.18 -0.60 -0.21
C -2.727328 1.910372 -4.171138 -0.85 0.71 0.49 -0.26
C 0.909677 -0.746686 -2.643418 -0.38 -1.46 0.83 -0.37
P 2.107610 -0.319329 -1.440866 -1.75 0.12 -0.20 0.85
C -2.213034 0.565482 -7.012937 -0.48 0.24 -0.50 -0.13
C 0.270862 2.736437 -7.823731 0.01 0.57 -0.05 -0.18
F -0.347901 2.600152 -0.962297 0.51 -0.07 -0.19 -0.68
H -2.866755 2.590479 -7.029227 0.20 -0.39 0.29 0.10
H 4.314426 3.870796 -2.979415 -0.10 0.10 0.12 0.09
C 4.045367 -3.611311 -1.188059 -0.56 0.80 -0.06 -0.07
H 0.515611 0.174700 -3.118499 0.09 0.72 -0.32 -0.01
H 0.674378 -1.168769 -7.742234 0.04 0.18 -0.01 0.11
C 4.267931 -1.559027 -0.184280 0.31 -1.33 -1.07 -0.09
C 0.155755 -0.203903 -7.696667 -0.28 -0.40 -0.51 -0.20
N 2.812930 1.032634 -2.248385 1.06 -0.33 -0.38 -0.21
C 2.983754 -2.821684 -1.595925 1.60 -0.23 0.58 -0.12
Ca -0.529852 2.146795 -2.988476 0.00 0.34 0.45 1.25
H 0.825572 1.205646 -0.251046 -0.28 0.35 0.13 0.02
C 0.725101 0.615087 -6.584968 0.63 0.22 -0.07 -0.12
C 0.785403 1.948930 -6.635040 0.30 0.09 -0.38 -0.12
H 1.496359 -1.173071 -3.439816 0.19 -0.50 -0.68 0.06
F -1.905257 0.870548 4.199439 0.03 -0.54 -0.86 -0.47
N -2.667960 0.258058 -2.583420 0.52 -0.92 1.54 -0.18
H 0.952240 2.610616 -8.688734 -0.10 0.02 0.44 0.12
H 0.317403 0.275777 -8.664863 0.27 0.05 0.16 0.10
C -0.303465 -1.679582 -2.420310 -0.16 -1.43 -0.67 -0.26
N -3.175060 -2.056915 -1.486963 -0.67 -0.78 0.88 -0.18
H -1.049042 1.711078 -9.172347 -0.18 -0.02 -0.02 0.10
O -1.327871 -0.376554 -0.315703 -0.81 -1.29 0.21 -0.43
C 3.932758 2.869242 -2.885256 -0.51 -1.04 0.03 -0.07
H -4.208614 -2.022105 -3.435888 0.09 0.03 0.34 0.10
H 1.323500 -0.300826 0.682454 -0.23 0.15 0.46 0.06
F -2.604953 -1.269864 2.284842 0.81 0.96 0.59 -0.45
H 4.565194 -0.653478 0.305889 0.12 0.06 0.20 0.11
H -3.313791 1.400899 -0.910360 0.24 0.48 -0.15 0.10
C -2.477481 0.549267 -3.921959 0.25 -0.81 -1.52 -0.30
C -4.225200 -2.372338 -2.409404 -0.38 -0.78 1.17 -0.09
H -2.942718 -2.375175 0.640101 -0.10 -0.30 -0.25 0.07
H 0.305558 3.813488 -7.586198 0.04 -0.41 0.05 0.10
H 5.784066 -3.148384 0.189003 -0.44 0.22 -0.11 0.10
N 3.128553 -1.556727 -1.010147 0.38 -0.40 -0.54 -0.20
C 3.561803 0.666455 -3.367149 0.15 1.32 -0.22 -0.14
H 2.562996 0.914840 0.191895 -0.19 0.50 1.01 0.07
H -1.716655 -0.732639 -8.627488 0.08 -0.03 0.32 0.12
C 1.590758 0.466477 -0.030529 0.46 0.13 1.11 -0.18
H 4.152185 -4.653191 -1.487810 0.19 0.41 0.23 0.10
H -1.593155 3.322681 -8.741893 0.19 -0.19 -0.05 0.11
H -5.156415 -3.975319 0.398691 0.14 0.67 -0.46 0.10
C -3.059655 1.463620 -1.962297 0.31 0.24 0.54 -0.18
P -1.802388 -1.062395 -1.570554 -0.58 4.18 -0.74 0.79
H 1.238313 0.020352 -5.828189 -0.22 0.49 0.28 0.08
Te -1.590334 0.336017 2.409753 -0.82 -1.01 -0.15 2.02
F -0.175660 -0.915973 3.112950 -1.08 0.95 -0.44 -0.57
C -1.355007 -0.513954 -7.605630 0.06 -0.36 0.12 -0.18
H -3.124320 3.578918 -2.638304 -0.34 -0.49 -0.22 0.10
H 1.329890 2.575325 -5.911618 -0.23 -0.66 0.03 0.08
H -3.021317 0.161786 -6.391864 0.21 0.68 -0.20 0.09
C -1.154841 2.402399 -8.334735 0.36 0.28 -0.40 -0.19
C 3.048064 2.388036 -1.936619 0.31 -0.32 -0.58 -0.11
H -2.939913 2.332102 -5.154936 0.46 -0.05 0.79 0.06
H 4.877301 1.826123 -4.653638 0.24 0.10 -0.18 0.09
C -3.540874 -2.607814 -0.230990 -0.59 -0.91 -0.84 -0.11
H -6.128248 -3.530137 -2.146467 0.78 0.22 0.10 0.10
C 4.871750 -2.815573 -0.306695 -1.02 0.63 -0.14 -0.07
F -3.363200 1.081083 1.964960 1.15 -0.28 0.41 -0.54
C -5.174977 -3.161383 -1.741216 1.50 0.86 -0.21 -0.08
H -0.606791 -1.932890 -3.454103 -0.11 -0.17 0.28 0.09
H 2.490282 2.868207 -1.128146 0.38 -0.23 -0.38 0.11
H -1.494770 -1.441996 -7.026723 -0.01 0.29 -0.14 0.10
H -2.422219 -0.316755 -4.590860 0.06 0.71 0.11 0.08
C -2.114538 1.859921 -7.337528 -0.81 -0.57 -0.09 -0.13
H 2.158331 -2.982593 -2.254571 -0.14 -0.35 -0.09 0.08
C -4.707077 -3.342274 -0.379417 0.72 0.64 -0.20 -0.08
H 0.007953 -2.628964 -1.934882 -0.30 0.46 -0.23 0.09
```
Forces are in eV/Å.


Number 1: electronic energy -5031.11673 Eh. Number 2: electronic energy -3471.60749 Eh.